{"formula": "Cl2H4Si3", "method": "ωB97M-V/def2-TZVPD", "homo_ev": -8.9, "homo_lumo_gap_ev": 6.651, "relative_energy_ev": 1.2143, "lumo_ev": -2.251, "charge": 0, "species": ["Si", "Si", "Si", "Cl", "Cl", "H", "H", "H", "H"], "coordinates": [[-1.93421, -0.51932, 0.40309], [1.82627, -0.06905, -0.54912], [-0.38748, -0.30197, -1.28014], [-1.91978, 1.61178, 0.62185], [2.52579, 1.33069, 0.87521], [-3.44287, -0.69647, 0.16790], [-1.73738, -0.77020, 1.81883], [2.17883, 0.41742, -1.80211], [2.89083, -1.00287, -0.25551]], "forces_ev_per_angstrom": [[-1.6, 1.0, 1.1], [0.6, 0.6, 2.2], [-0.6, 0.0, -0.6], [0.5, -0.2, -0.7], [-0.7, 0.0, -0.3], [1.1, -0.3, -0.2], [0.3, -0.7, 0.4], [0.7, 1.0, -1.8], [-0.2, -1.2, 0.0]]}

***

{"formula": "Cl2H8MgO4", "method": "ωB97M-V/def2-TZVPD", "homo_ev": -8.4, "homo_lumo_gap_ev": 7.793, "relative_energy_ev": 0.0999, "lumo_ev": -0.595, "charge": 0, "species": ["Mg", "Cl", "Cl", "O", "H", "H", "O", "H", "H", "O", "H", "H", "O", "H", "H"], "coordinates": [[-17.03294, -2.93749, -16.32449], [-15.13732, -2.84843, -14.78255], [-16.91496, -5.12796, -17.31378], [-18.68389, -2.42991, -17.50272], [-18.53664, -1.93536, -18.31527], [-19.48840, -2.93878, -17.64652], [-15.94021, -2.10090, -17.89618], [-15.73118, -2.73138, -18.59882], [-15.58137, -1.25075, -18.16424], [-17.33531, -0.93225, -15.65205], [-16.62867, -0.45315, -15.20031], [-18.15607, -0.48585, -15.42071], [-18.40560, -3.43008, -14.86755], [-18.70159, -4.25801, -14.47631], [-18.81015, -2.72821, -14.34985]], "forces_ev_per_angstrom": [[1.2, -0.9, 0.5], [-0.3, 0.2, -0.2], [-0.2, 0.5, 0.0], [-0.7, 0.5, -0.2], [0.1, -0.1, 0.0], [0.2, -0.3, 0.1], [-0.1, 0.1, -0.7], [0.0, -0.2, 0.2], [0.1, 0.0, 0.2], [-0.3, 0.6, 0.0], [0.2, -0.5, 0.2], [0.0, 0.0, -0.2], [-0.7, 0.1, 0.2], [0.3, -0.2, -0.2], [0.1, 0.0, 0.1]]}

***

{"formula": "Cl2HISi", "method": "ωB97M-V/def2-TZVPD", "homo_ev": [-7.0, -9.9], "multiplicity": 3, "homo_lumo_gap_ev": [7.015, 6.364], "relative_energy_ev": 0.2078, "lumo_ev": [0.008, -3.561], "charge": 0, "s2": 2.0097, "species": ["Si", "Cl", "Cl", "I", "H"], "coordinates": [[-3.61238, -1.11866, -1.01218], [-3.54725, -2.57571, 0.32967], [1.32899, 1.31271, -0.17371], [-4.37306, 0.84300, 0.59038], [2.27394, 0.51887, -0.57790]], "forces_ev_per_angstrom": [[-0.5, 2.0, 0.3], [0.2, -1.6, 0.7], [0.4, -0.4, -0.2], [0.3, -0.4, -0.9], [-0.4, 0.4, 0.2]]}

***

{"formula": "Cl2HN", "method": "ωB97M-V/def2-TZVPD", "homo_ev": -9.7, "homo_lumo_gap_ev": 8.149, "relative_energy_ev": 2.5478, "lumo_ev": -1.541, "charge": 0, "species": ["N", "Cl", "Cl", "H"], "coordinates": [[-0.94594, 0.40807, -0.33671], [2.15756, -0.86223, 0.06373], [0.10541, -0.68705, -0.05585], [-1.31703, 1.14121, 0.32883]], "forces_ev_per_angstrom": [[-0.9, 2.0, -1.5], [1.9, 0.5, -0.1], [-2.4, -1.0, 1.2], [1.4, -1.5, 0.3]]}

***

{"formula": "Cl2HO2P", "method": "ωB97M-V/def2-TZVPD", "homo_ev": -10.2, "homo_lumo_gap_ev": 9.556, "relative_energy_ev": 2.4064, "lumo_ev": -0.678, "charge": 0, "smiles": "ClOPOCl", "species": ["Cl", "O", "P", "O", "Cl", "H"], "coordinates": [[-1.36446, -2.05169, -0.05484], [-0.12350, -1.16887, 0.48077], [0.52407, -0.01314, -0.64788], [0.40113, 1.41082, 0.14145], [-1.10524, 2.20942, 0.07475], [1.66801, -0.38654, 0.00574]], "forces_ev_per_angstrom": [[-1.7, -1.0, -0.6], [1.4, 1.7, -0.2], [-1.4, -1.6, 0.2], [-0.3, 0.7, 0.7], [0.5, -0.4, -0.2], [1.4, 0.6, 0.1]]}

***

{"formula": "Cl2HPS", "method": "ωB97M-V/def2-TZVPD", "homo_ev": [-7.0, -10.2], "multiplicity": 3, "homo_lumo_gap_ev": [7.199, 5.787], "relative_energy_ev": 1.5291, "lumo_ev": [0.240, -4.384], "charge": 0, "s2": 2.0062, "species": ["P", "S", "Cl", "Cl", "H"], "coordinates": [[0.00222, -0.05301, -1.07986], [-1.45758, 0.40149, 0.24595], [1.10608, -1.96507, -0.25552], [1.25015, 1.32316, -0.34541], [-0.90087, 0.29343, 1.43486]], "forces_ev_per_angstrom": [[0.1, 0.9, 0.7], [-2.9, 0.2, -0.7], [0.7, -1.3, 0.2], [1.2, 0.6, -0.7], [1.0, -0.4, 0.5]]}

***

{"formula": "Cl2NaO8", "method": "ωB97M-V/def2-TZVPD", "homo_ev": -4.6, "homo_lumo_gap_ev": 2.516, "relative_energy_ev": 3.7331, "lumo_ev": -2.049, "charge": -1, "species": ["Na", "Cl", "O", "O", "O", "O", "Cl", "O", "O", "O", "O"], "coordinates": [[-8.20325, -0.40556, -6.73309], [-3.07223, -2.50808, -7.68179], [-2.30014, -1.85591, -6.65235], [-2.94612, -3.93395, -7.50588], [-4.40860, -1.96422, -7.44174], [-2.68297, -2.13960, -8.97943], [1.19717, -3.72952, -12.86183], [2.31413, -4.24054, -12.06710], [-0.07402, -4.06911, -12.20686], [1.41894, -2.34340, -13.08893], [1.27760, -4.30005, -14.14071]], "forces_ev_per_angstrom": [[0.6, -0.3, -0.1], [0.4, 0.7, 2.2], [1.0, 0.0, 0.0], [-0.9, 0.1, -0.1], [-1.7, -0.9, -0.3], [0.5, 0.3, -1.5], [0.9, -0.8, 1.9], [-0.7, 0.1, 0.2], [1.2, 0.8, -0.7], [-0.7, 2.0, 0.9], [-0.6, -2.1, -2.6]]}

***

{"formula": "Cl2O2S", "method": "ωB97M-V/def2-TZVPD", "homo_ev": [-10.0, -10.0], "homo_lumo_gap_ev": [6.294, 6.295], "relative_energy_ev": 3.1022, "lumo_ev": [-3.728, -3.727], "charge": 0, "species": ["O", "O", "S", "Cl", "Cl"], "coordinates": [[-0.15217, -1.36132, -0.70964], [-0.77840, 0.49838, 0.90466], [0.33011, -0.65223, 0.46762], [-1.59096, 1.32299, -0.34244], [2.83591, 1.02060, -0.30662]], "forces_ev_per_angstrom": [[1.0, 1.2, 1.7], [1.1, -0.6, -0.7], [-0.5, 0.7, -1.8], [0.2, -0.3, 0.3], [-1.8, -1.0, 0.5]]}

***

{"formula": "Cl2O2S", "method": "ωB97M-V/def2-TZVPD", "homo_ev": [-9.1, -11.1], "multiplicity": 3, "homo_lumo_gap_ev": [8.801, 6.691], "relative_energy_ev": 1.1491, "lumo_ev": [-0.291, -4.398], "charge": 0, "s2": 2.0093, "species": ["O", "O", "S", "Cl", "Cl"], "coordinates": [[-0.54558, -1.28661, -0.05153], [0.60189, 0.87303, 0.13882], [-0.40901, -0.05322, -0.72596], [2.33592, 0.39492, 0.03966], [-1.92913, 1.08074, 0.12576]], "forces_ev_per_angstrom": [[0.3, -1.9, 0.3], [-2.7, 1.3, 0.1], [-1.0, 1.6, 0.3], [4.2, -1.1, -0.1], [-0.8, 0.2, -0.5]]}

***

{"formula": "Cl3H2N3", "method": "ωB97M-V/def2-TZVPD", "homo_ev": -9.9, "homo_lumo_gap_ev": 9.298, "relative_energy_ev": 0.3710, "lumo_ev": -0.578, "charge": 0, "smiles": "NN(Cl)N(Cl)Cl", "species": ["N", "N", "Cl", "N", "Cl", "Cl", "H", "H"], "coordinates": [[-0.20834, 0.07552, -0.18055], [-1.40332, -0.41934, -0.49516], [-1.90785, -1.85783, 0.66744], [-2.41698, 0.57468, -0.42414], [-2.61029, 1.34563, 1.15694], [-3.90162, -0.08940, -0.98126], [-0.11480, 0.50609, 0.73908], [0.51627, -0.60164, -0.37379]], "forces_ev_per_angstrom": [[0.6, 0.7, 0.3], [-2.1, -0.1, 0.1], [0.3, 0.2, 0.0], [1.1, -0.3, -0.4], [0.0, -0.4, -0.2], [0.3, 0.1, 0.3], [-0.1, -0.2, 0.0], [-0.1, 0.0, -0.1]]}

***

{"formula": "Cl3HNP", "method": "ωB97M-V/def2-TZVPD", "homo_ev": -10.5, "homo_lumo_gap_ev": 8.916, "relative_energy_ev": 2.7026, "lumo_ev": -1.626, "charge": 0, "smiles": "N#P(Cl)Cl.Cl", "species": ["N", "P", "Cl", "Cl", "Cl", "H"], "coordinates": [[0.67095, 0.61551, 0.95815], [1.67742, 0.10771, 0.01484], [2.22775, -1.84994, -0.23105], [2.49457, 1.01945, -1.60965], [-3.80991, 0.42682, -0.05866], [-3.26080, -0.31955, 0.92638]], "forces_ev_per_angstrom": [[-0.5, 0.4, 0.7], [0.6, -0.9, -1.2], [0.0, 0.8, 0.0], [-0.1, -0.4, 0.6], [0.8, -1.1, 1.4], [-0.7, 1.1, -1.4]]}

***

{"formula": "Cl3OPS", "method": "ωB97M-V/def2-TZVPD", "homo_ev": [-9.3, -9.3], "homo_lumo_gap_ev": [7.734, 7.698], "relative_energy_ev": 1.9158, "lumo_ev": [-1.605, -1.594], "charge": 0, "smiles": "ClP(Cl)Cl.O=S", "species": ["Cl", "P", "Cl", "Cl", "O", "S"], "coordinates": [[-2.34564, 1.51312, -0.49585], [-0.98560, 0.14912, 0.11503], [-2.07587, -0.85850, 1.48416], [-1.05053, -1.14634, -1.43230], [3.62811, -0.44242, 0.13409], [2.82954, 0.78502, 0.19487]], "forces_ev_per_angstrom": [[-0.4, 0.4, -0.2], [0.6, 0.2, 0.2], [-0.3, -0.3, 0.4], [0.0, -0.4, -0.4], [0.4, -0.7, 0.0], [-0.4, 0.7, 0.0]]}

***

{"formula": "Cl3OPS", "method": "ωB97M-V/def2-TZVPD", "homo_ev": [-9.7, -9.7], "homo_lumo_gap_ev": [6.146, 6.144], "relative_energy_ev": 2.4168, "lumo_ev": [-3.587, -3.588], "charge": 0, "species": ["O", "P", "S", "Cl", "Cl", "Cl"], "coordinates": [[-0.43537, -1.10817, -0.94344], [-0.50233, -0.47136, 0.32418], [2.44786, -0.30389, 0.98132], [-1.95387, -1.28196, 1.52263], [-1.15550, 1.50740, 0.02511], [2.42623, 1.28382, -0.16710]], "forces_ev_per_angstrom": [[0.4, -1.6, -2.4], [0.4, 2.0, 2.1], [-2.5, -0.4, 0.1], [0.8, 0.4, 0.0], [0.6, -1.0, 0.7], [0.3, 0.6, -0.4]]}

***

{"formula": "Cl4Cu2O16", "method": "ωB97M-V/def2-TZVPD", "homo_ev": -2.5, "homo_lumo_gap_ev": 3.088, "lumo_ev": 0.565, "charge": -2, "species": ["Cu", "Cu", "Cl", "O", "O", "O", "O", "Cl", "O", "O", "O", "O", "Cl", "O", "O", "O", "O", "Cl", "O", "O", "O", "O"], "coordinates": [[3.54027, -3.36915, 0.00054], [1.25292, 0.40602, -0.18276], [-0.94579, 2.63926, -1.79154], [-1.60369, 3.63073, -2.65957], [0.42293, 3.07665, -1.44148], [-1.74146, 2.47020, -0.53779], [-0.85933, 1.59392, -2.73181], [4.39714, 0.29645, 0.70496], [5.86607, 0.44430, 0.61411], [4.36607, 0.24502, 2.13556], [3.83006, 1.52580, 0.27734], [3.86045, -0.79201, 0.10519], [0.46650, -2.12923, 1.80095], [0.96679, -1.28728, 2.79136], [-0.26777, -1.16563, 1.00207], [1.35802, -2.70739, 0.71537], [-0.42455, -3.19550, 2.21123], [-4.85722, -0.32112, -0.64782], [-4.67844, -0.55086, -1.95927], [-5.62983, 0.81701, -0.26370], [-5.71060, -1.43622, -0.15949], [-3.60863, -0.19092, 0.01646]], "forces_ev_per_angstrom": [[-1.3, 1.4, 0.8], [-0.7, 0.2, 0.3], [-2.2, 3.8, -0.2], [0.3, 1.1, 1.8], [-0.3, -0.8, 0.5], [1.9, -0.6, -2.4], [0.8, -4.0, 0.5], [8.4, 7.4, 7.3], [-0.5, -1.2, -3.2], [-3.0, -1.2, 1.2], [-2.1, 0.2, -1.6], [-3.1, -6.2, -3.8], [-4.1, 0.4, -4.2], [2.9, -1.0, 2.8], [-0.7, 0.4, -1.4], [2.3, -0.7, 1.2], [1.7, 0.8, 0.5], [-3.1, -0.9, 7.8], [1.0, -0.1, -7.4], [-0.6, 2.0, -1.1], [1.3, -0.4, 0.2], [1.2, -0.8, 0.5]]}

***

{"formula": "ClCu", "method": "ωB97M-V/def2-TZVPD", "homo_ev": [-17.5, -17.1], "multiplicity": 2, "homo_lumo_gap_ev": [9.895, 6.808], "relative_energy_ev": 0.6943, "lumo_ev": [-7.654, -10.320], "charge": 1, "s2": 0.7612, "species": ["Cu", "Cl"], "coordinates": [[-0.00221, 0.60891, 1.18389], [0.00221, -0.60891, -1.18389]], "forces_ev_per_angstrom": [[0.0, -0.3, -0.6], [0.0, 0.3, 0.6]]}

***

{"formula": "ClFH2Si", "method": "ωB97M-V/def2-TZVPD", "homo_ev": [-7.4, -10.7], "homo_lumo_gap_ev": [6.597, 10.386], "relative_energy_ev": 4.7749, "lumo_ev": [-0.791, -0.311], "charge": 0, "species": ["F", "Si", "Cl", "H", "H"], "coordinates": [[-1.09528, -0.96674, 1.49588], [-0.37360, -0.27334, 0.24989], [-0.53571, 1.69548, 0.44690], [-0.29418, -0.94166, -1.01832], [2.29877, 0.48626, -1.17435]], "forces_ev_per_angstrom": [[-0.5, -0.2, -0.5], [2.5, -0.4, 1.2], [-0.7, 0.9, -0.3], [-1.1, -0.2, -0.7], [-0.2, -0.1, 0.2]]}

***

{"formula": "ClFHN2O", "method": "ωB97M-V/def2-TZVPD", "homo_ev": [-3.7, -2.8], "homo_lumo_gap_ev": [7.639, 6.738], "relative_energy_ev": 4.9995, "lumo_ev": [3.984, 3.978], "charge": -1, "species": ["N", "N", "O", "F", "Cl", "H"], "coordinates": [[-1.13400, -0.41784, 0.71631], [1.10694, 0.39137, -0.59968], [-0.51325, 0.56461, 0.59141], [-2.49632, -0.17905, -0.33333], [2.19152, 0.11739, 0.62757], [0.84510, -0.47649, -1.00229]], "forces_ev_per_angstrom": [[0.4, 2.0, -0.4], [0.2, 2.1, -1.4], [-1.4, -1.9, 0.8], [0.0, -0.3, 0.1], [1.1, -0.6, 0.9], [-0.3, -1.4, -0.1]]}

***

{"formula": "ClFe", "method": "ωB97M-V/def2-TZVPD", "homo_ev": [-35.5, -33.3], "multiplicity": 7, "homo_lumo_gap_ev": [14.773, 7.521], "relative_energy_ev": 0.2111, "lumo_ev": [-20.708, -25.824], "charge": 3, "s2": 12.0094, "species": ["Fe", "Cl"], "coordinates": [[0.33867, 0.61568, -0.95716], [-0.33867, -0.61568, 0.95716]], "forces_ev_per_angstrom": [[0.8, 1.4, -2.2], [-0.8, -1.4, 2.2]]}

***

{"formula": "ClFeNO3", "method": "ωB97M-V/def2-TZVPD", "homo_ev": [-8.8, -9.3], "multiplicity": 5, "homo_lumo_gap_ev": [6.649, 6.972], "lumo_ev": [-2.119, -2.313], "charge": 0, "s2": 6.0346, "species": ["Fe", "N", "O", "O", "O", "Cl"], "coordinates": [[0.48122, 0.98521, -2.40610], [-0.48483, -0.47569, 0.78640], [-1.12143, 0.39032, 1.55330], [0.63632, -0.11361, 0.35917], [-0.89966, -1.61578, 0.68182], [1.38839, 0.82955, -0.97459]], "forces_ev_per_angstrom": [[-7.3, 1.4, -11.9], [-4.5, 1.6, 5.0], [1.6, -2.0, -2.8], [0.3, -3.1, 3.5], [0.6, 0.3, -1.1], [9.3, 1.8, 7.2]]}

***

{"formula": "ClH12O6", "method": "ωB97M-V/def2-TZVPD", "homo_ev": -4.2, "homo_lumo_gap_ev": 7.151, "relative_energy_ev": 2.0264, "lumo_ev": 2.918, "charge": -1, "species": ["Cl", "O", "H", "H", "O", "H", "H", "O", "H", "H", "O", "H", "H", "O", "H", "H", "O", "H", "H"], "coordinates": [[-0.04677, -1.38344, -0.28136], [5.46488, 0.44824, -0.31547], [5.70124, 0.21557, 0.58243], [4.55189, 0.17403, -0.40203], [1.52107, 2.94325, 2.81341], [1.80855, 3.20367, 1.93833], [1.36463, 2.00146, 2.74424], [-2.02760, 3.78614, -2.89018], [-1.60698, 4.62767, -3.06663], [-1.30122, 3.18371, -2.72990], [-3.32558, -1.30413, -5.00592], [-2.79624, -1.16847, -4.22004], [-4.07674, -1.81490, -4.70412], [2.16711, -5.11185, 3.04235], [1.78711, -4.57133, 2.34976], [2.91092, -5.54735, 2.62604], [-4.38540, 0.18132, 2.35787], [-4.16653, -0.05025, 3.26048], [-3.54439, 0.18662, 1.90080]], "forces_ev_per_angstrom": [[0.1, 0.1, 0.1], [0.3, 0.2, -0.1], [0.0, -0.1, 0.2], [-0.4, -0.1, -0.1], [0.1, 0.3, 0.3], [0.0, 0.0, -0.2], [-0.1, -0.3, -0.1], [-0.2, 0.1, -0.1], [0.1, 0.2, 0.0], [0.2, -0.3, 0.1], [-0.1, 0.1, -0.3], [0.2, 0.1, 0.3], [-0.1, -0.1, 0.1], [0.0, -0.2, 0.3], [-0.2, 0.3, -0.2], [0.2, -0.1, -0.1], [-0.4, 0.1, 0.0], [0.1, -0.1, 0.2], [0.3, -0.1, -0.3]]}